Record 1
Computed, not measured: the molecule C11H7ClF6O at a distorted geometry, with ωB97M-V/def2-TZVPD.

XYZ file:
```
26
Properties=species:S:1:pos:R:3:forces:R:3:lowdin_charge:R:1
O 0.63531 1.44226 -1.68382 -0.44 0.09 -1.61 0.00
C 0.02838 0.45066 -0.89127 2.45 0.03 0.38 -0.37
C -0.56412 1.14925 0.23222 -1.18 0.01 3.08 0.06
C -1.88386 1.36332 0.47639 2.75 1.68 -2.25 -0.01
C -2.97452 0.99126 -0.48004 1.41 1.88 0.46 -0.55
F -3.98559 1.87750 -0.41238 -0.46 -1.14 0.21 0.16
F -2.59075 1.06990 -1.78023 -0.30 -1.16 0.65 0.15
F -3.25923 -0.24362 -0.05088 -1.60 -0.48 -1.41 0.17
C -2.17296 2.10918 1.71638 0.33 0.74 1.07 -0.51
F -3.45059 2.35114 1.99940 0.13 -0.62 0.15 0.16
F -1.64250 1.23129 2.62636 -0.45 1.52 1.17 0.12
F -1.58993 3.38395 1.84347 -0.13 -2.27 -0.21 0.10
C 1.01231 -0.66662 -0.57149 0.17 -0.13 1.34 -0.13
C 0.67733 -2.05072 -0.80699 -0.04 1.21 -0.30 -0.01
C 1.55415 -3.08140 -0.53633 2.08 0.83 0.12 -0.06
C 2.85301 -2.79840 0.00867 -3.43 -0.81 -0.25 -0.05
C 2.98060 -1.50861 0.37350 2.79 2.07 0.39 -0.14
C 2.22779 -0.37344 0.07352 -1.68 -2.05 -0.95 -0.54
Cl 2.76235 1.25156 0.43517 0.19 -0.70 0.19 0.76
H 1.28748 1.95911 -1.19970 -0.11 -0.26 0.27 0.04
H -0.72418 -0.06706 -1.34256 -1.98 -0.72 -2.37 0.10
H 0.17716 1.39157 1.03641 -0.97 0.22 -0.71 0.13
H -0.28295 -2.28177 -1.30366 0.57 0.25 0.39 0.13
H 1.39584 -4.06887 -0.84871 -0.81 -1.23 -0.32 0.08
H 3.59540 -3.54795 0.30583 -0.44 0.33 -0.41 0.12
H 3.93405 -1.33351 0.78071 1.16 0.71 0.90 0.09
```
Forces are in eV/Å.

Results
total energy = -42393.77943 eV
energy above the lowest of the compared OMol25 structures with the same formula, charge and spin = 35.35 kcal/mol
frontier orbital gap = 9.75 eV
2S+1 = 1
highest occupied orbital energy = -9.7 eV

---

Record 2
Computed, not measured: the molecule C5H13NO at a distorted geometry, with ωB97M-V/def2-TZVPD.

XYZ file:
```
20
Properties=species:S:1:pos:R:3:forces:R:3:lowdin_charge:R:1
C -1.44330 2.79316 -0.15479 0.37 -0.47 0.20 -0.13
N -0.71141 1.57297 -0.53225 -0.60 0.25 0.33 -0.13
C -0.52705 0.61264 0.57029 1.52 -0.45 -1.44 -0.22
C 0.84628 -0.07858 0.36452 -0.03 0.01 0.41 -0.15
C 0.74816 -1.37606 -0.47319 0.96 0.12 0.58 -0.44
C 0.57604 -2.54235 0.49084 -0.07 -0.41 -0.52 -0.06
O 1.95399 -1.66399 -1.19173 -0.16 0.26 0.01 -0.05
H -2.52821 2.66037 -0.19104 -0.05 0.25 -0.05 0.07
H -1.10955 3.62992 -0.76574 -0.26 0.01 -0.17 0.07
H -1.17095 3.03458 0.87188 -0.05 0.11 0.04 0.07
H -1.22981 1.11898 -1.27266 0.13 0.01 -0.11 0.09
H -1.17851 -0.24507 0.49192 -1.14 0.07 0.43 0.10
H -0.60017 1.11614 1.52783 -0.06 -0.07 0.09 0.11
H 1.53728 0.60965 -0.11943 0.01 0.09 0.12 0.11
H 1.22793 -0.37169 1.34509 0.31 0.18 -0.06 0.10
H -0.04866 -1.23076 -1.21151 -0.29 -0.47 0.18 0.14
H -0.42495 -2.47017 0.91144 0.04 -0.42 0.32 0.08
H 0.79054 -3.51662 0.04350 -0.76 0.10 -0.50 0.08
H 1.34601 -2.55468 1.26142 -0.13 0.72 0.26 0.08
H 1.94635 -1.09845 -1.96638 0.27 0.10 -0.13 0.08
```
Forces are in eV/Å.

Results
total energy = -8932.50914 eV
energy above the lowest of the compared OMol25 structures with the same formula, charge and spin = 34.63 kcal/mol
frontier orbital gap = 9.84 eV
2S+1 = 1
highest occupied orbital energy = -8.8 eV

---

Record 3
Computed, not measured: the molecule C23H24F3NO3, with ωB97M-V/def2-TZVPD.

XYZ file:
```
54
Properties=species:S:1:pos:R:3:forces:R:3:lowdin_charge:R:1
C 6.33895 3.43354 0.73078 0.15 0.14 -0.25 -0.02
C 5.93019 2.56225 -0.43093 0.15 0.29 0.16 -0.40
O 6.27622 2.81002 -1.56419 -0.01 -0.02 0.04 0.09
C 5.08585 1.37654 -0.12426 -0.29 -0.49 -0.19 -0.15
C 4.83092 0.47764 -1.16172 0.07 0.14 0.04 0.00
C 4.06038 -0.64669 -0.95150 -0.06 0.00 0.15 -0.02
C 3.52234 -0.89447 0.30865 0.33 0.17 0.09 -0.14
C 2.78055 -2.16588 0.58534 0.04 -0.02 -0.06 -0.42
O 3.22921 -2.98804 1.36463 0.15 -0.01 0.24 0.08
N 1.63742 -2.36662 -0.10970 -0.07 -0.15 -0.14 -0.04
C 0.90911 -1.35763 -0.83972 -0.28 0.48 0.01 -0.12
C -0.39093 -1.00903 -0.10912 0.02 -0.18 -0.28 -0.10
C -1.27441 -2.24320 0.11975 -0.11 0.04 0.13 -0.42
C -1.84117 -2.76926 -1.22015 0.21 -0.18 0.28 -0.20
O -2.24711 -1.77087 -2.11986 -0.13 0.32 -0.29 -0.04
C -2.43506 -1.90725 1.09443 0.25 -0.06 -0.24 -0.09
C -3.45219 -0.94791 0.55241 -0.12 0.06 0.17 -0.22
C -4.63393 -1.40834 -0.02570 0.01 0.05 0.04 -0.04
C -5.56921 -0.52816 -0.54188 -0.05 0.03 -0.04 -0.05
C -5.34826 0.83711 -0.48735 0.14 0.08 0.06 -0.01
C -4.18117 1.30302 0.10046 0.00 0.05 -0.04 -0.11
C -3.92268 2.77769 0.22296 0.09 0.34 0.12 -0.59
F -2.64431 3.09530 -0.04762 0.15 -0.15 -0.05 0.14
F -4.68193 3.51901 -0.59351 -0.19 -0.10 -0.17 0.14
F -4.15858 3.22727 1.47204 -0.06 -0.13 0.13 0.14
C -3.24312 0.42430 0.62377 -0.23 0.03 -0.10 0.03
C -0.42751 -3.33931 0.79102 0.08 0.12 -0.31 -0.10
C 0.89895 -3.59572 0.07561 -0.02 -0.38 0.28 -0.12
C 3.78312 -0.01050 1.34940 -0.17 -0.22 -0.05 0.00
C 4.55117 1.11846 1.13678 0.12 0.12 -0.21 -0.01
H 7.00826 4.21256 0.37487 -0.01 -0.01 -0.02 0.08
H 5.45981 3.89606 1.17474 -0.07 0.02 0.11 0.09
H 6.84300 2.83963 1.48966 0.00 -0.03 0.12 0.09
H 5.25721 0.68411 -2.13217 0.03 0.02 -0.06 0.12
H 3.88090 -1.34311 -1.75757 -0.03 -0.06 -0.09 0.13
H 1.51894 -0.45937 -0.93853 -0.10 -0.14 -0.08 0.12
H 0.67867 -1.73387 -1.84138 0.07 0.06 -0.03 0.14
H -0.92850 -0.26782 -0.70094 0.01 0.05 0.07 0.12
H -0.13619 -0.56841 0.85740 0.02 0.06 0.08 0.13
H -1.07204 -3.32636 -1.75735 -0.07 -0.07 0.07 0.12
H -2.66603 -3.46484 -1.00926 0.09 -0.04 0.03 0.13
H -3.00101 -1.29679 -1.75017 0.02 -0.03 -0.04 0.07
H -2.00283 -1.48985 2.00603 0.02 -0.05 0.07 0.13
H -2.93324 -2.84299 1.35754 0.00 -0.03 0.06 0.13
H -4.82818 -2.47049 -0.06468 0.01 -0.13 0.00 0.12
H -6.47814 -0.90576 -0.98359 -0.09 -0.05 -0.05 0.11
H -6.07059 1.53112 -0.88666 -0.05 0.06 -0.04 0.12
H -2.35412 0.81636 1.09329 0.13 0.02 0.04 0.13
H -0.99308 -4.27177 0.83566 -0.06 -0.07 0.07 0.13
H -0.20595 -3.03012 1.81464 -0.03 -0.03 0.08 0.13
H 1.52087 -4.26393 0.67486 -0.11 0.04 -0.17 0.12
H 0.73300 -4.05460 -0.90451 0.04 0.00 0.04 0.12
H 3.38240 -0.21910 2.33034 -0.01 -0.03 0.09 0.12
H 4.73004 1.79221 1.95985 0.04 0.08 0.07 0.11
```
Forces are in eV/Å.

Results
total energy = -40027.22984 eV
energy above the lowest of the compared OMol25 structures with the same formula, charge and spin = 0.00 kcal/mol
frontier orbital gap = 9.42 eV
2S+1 = 1
highest occupied orbital energy = -9.3 eV

---

Record 4
Computed, not measured: a cluster of 11 separate species, C6H34NO10S in total at a distorted geometry, with ωB97M-V/def2-TZVPD.

XYZ file:
```
52
Properties=species:S:1:pos:R:3:forces:R:3:lowdin_charge:R:1
C 0.82816 1.77956 1.39019 0.26 2.56 0.22 -0.23
N -0.29350 0.92065 1.10934 -0.83 -1.03 0.01 -0.06
C -0.41004 -0.21344 2.04690 1.60 0.24 -0.89 -0.44
C -1.71196 -1.01261 1.82740 0.63 0.74 -0.32 -0.60
S -1.94298 -1.81939 0.16989 0.33 0.58 0.42 0.42
C 0.86783 -1.13821 1.92614 -1.76 0.70 0.59 -0.05
C 0.99538 2.97435 0.38858 -2.64 0.63 -0.16 -0.23
C 1.61556 2.73573 -0.97651 -0.52 0.08 -0.45 -0.11
H 1.81360 1.36716 1.63231 -0.15 -0.58 -0.42 0.09
H 0.56870 2.28779 2.33690 -0.02 -0.18 -0.05 0.11
H -0.37710 0.50080 0.18825 0.44 0.37 -0.21 0.06
H -0.33031 0.32099 3.01177 -0.57 -0.69 0.26 0.13
H -2.51879 -0.29145 2.00168 0.06 -1.07 0.08 0.01
H -1.69110 -1.76931 2.60700 -0.53 -0.02 0.21 0.04
H 1.11157 -1.22297 0.87158 0.34 -0.12 -0.01 0.06
H 1.64864 -0.72481 2.55964 0.33 -0.22 -0.25 0.07
H 0.54272 -2.10660 2.28699 0.51 -0.35 0.06 0.04
H -0.03512 3.33407 0.14818 0.21 -1.30 0.04 0.08
H 1.13015 3.95860 0.84982 1.73 -0.35 0.46 0.10
H 1.35537 1.72288 -1.28082 0.84 -0.34 0.26 0.03
H 2.67269 2.97556 -1.07632 0.04 -0.42 0.05 0.07
H 1.05904 3.25212 -1.76899 0.23 0.58 0.29 0.07
H 0.16812 -0.96092 -1.27459 -0.59 0.27 0.29 -0.04
H 0.20951 0.47673 -1.98566 -0.66 -0.05 0.17 0.00
O 0.50188 -0.43554 -2.01119 0.78 -0.24 -0.70 -0.08
H 2.88182 0.19477 0.55116 -0.51 -0.23 0.29 -0.01
H 3.83444 0.22836 -0.58970 0.37 -0.16 0.02 0.01
O 3.71219 0.58631 0.29753 0.45 0.08 -0.31 -0.04
H 0.18874 -2.67375 -3.24550 0.03 0.16 0.10 0.02
H 0.80062 -3.28963 -1.98875 0.06 -0.09 0.26 0.01
O 0.99642 -3.06541 -2.90433 0.14 -0.30 -0.28 -0.06
H 0.10600 -4.74734 0.29596 -0.39 -0.09 0.19 0.00
H 1.30710 -4.28456 1.06120 -0.12 0.09 0.06 0.03
O 0.99964 -4.44645 0.16669 0.86 -0.02 -0.67 -0.06
H -2.18113 1.67000 -3.19295 0.47 -0.21 0.62 0.01
H -1.36804 2.15172 -1.93641 -0.63 0.06 0.14 -0.02
O -1.41812 2.18931 -2.89581 0.59 0.74 -0.77 -0.09
H -2.65920 3.56500 -0.17656 -0.52 -0.25 0.31 0.06
H -2.32231 2.09586 0.39803 -0.09 0.34 0.40 0.01
O -2.05533 2.82438 -0.16468 0.49 0.13 -0.82 -0.05
H -1.96363 -0.79595 -2.94062 0.30 -0.15 0.41 0.02
H -2.93226 -0.20172 -1.87629 0.41 -0.50 0.05 -0.01
O -2.63423 -0.13141 -2.79380 -1.06 0.16 -0.37 -0.09
H -2.44138 1.30740 2.77399 0.11 0.61 0.75 0.02
H -3.33508 1.15546 1.71160 -1.01 0.20 -0.20 0.01
O -3.32120 1.64257 2.54572 0.57 -0.30 -0.40 -0.07
H -1.36643 -3.84517 1.24598 -0.13 0.34 0.21 -0.06
H -0.89210 -3.46699 2.62022 -0.01 0.03 0.15 -0.01
O -0.98823 -4.23849 2.06170 -0.24 -0.46 -0.06 -0.12
H 2.97097 0.22424 -2.23153 -0.80 -0.20 -0.42 -0.01
H 2.85132 -1.08208 -3.09967 -0.86 -0.13 0.21 0.02
O 3.45136 -0.47817 -2.67169 1.47 0.36 0.19 -0.05
```
Forces are in eV/Å.

Results
total energy = -39575.34191 eV
energy above the lowest of the compared OMol25 structures with the same formula, charge and spin = 58.25 kcal/mol
frontier orbital gap = 7.52 eV
net charge = -1
2S+1 = 1
highest occupied orbital energy = -4.8 eV